# 1
ORCA calculation (ωB97M-V/def2-TZVPD) on a cluster of 11 separate species, C6H35FIO10P in total.

Computed properties:
Frontier orbital gap   8.19 eV
Total energy   -1740.80479 Eh
HOMO   -8.1872 eV
Strongest force on any atom   0.011 Eh/bohr
Structure (SMILES)   C[C@H](F)C[PH3]C[C@@H](C)I.O.O.O.O.O.O.O.O.O.O
Total charge   0

Each line ends with the natural charge from an NBO analysis.
Cartesian coordinates (Å):
I (0.001, 0.012, -3.889)  0.004
P (-1.791, -1.337, 0.401)  0.830
F (-1.033, -2.234, 3.608)  -0.402
O (-0.535, 7.133, -3.695)  -0.951
O (2.363, -4.649, -2.866)  -0.948
O (-2.251, 3.044, 3.079)  -0.963
O (-1.098, -5.051, 5.052)  -0.945
O (0.121, 4.113, -3.037)  -0.941
O (4.781, -3.277, -1.277)  -0.964
O (2.083, -2.189, -0.296)  -0.951
O (5.150, 2.439, -2.059)  -0.955
O (-4.705, 2.142, 4.356)  -0.950
O (3.715, 0.560, -4.049)  -0.969
C (-0.781, 0.091, 3.136)  -0.663
C (-0.864, 0.106, -1.907)  -0.249
C (-2.660, -1.346, 2.123)  -0.773
C (-0.032, 1.051, -1.042)  -0.668
C (-1.762, -1.064, 3.309)  0.213
C (-0.911, -1.283, -1.323)  -0.791
H (-3.125, -2.325, 2.268)  0.221
H (0.385, 1.888, -1.596)  0.234
H (2.617, -4.469, -3.776)  0.466
H (5.528, -3.844, -1.061)  0.486
H (-2.419, -0.087, 0.109)  -0.072
H (2.807, 0.303, -3.841)  0.486
H (-1.688, 3.818, 3.167)  0.470
H (-0.722, 0.672, 4.054)  0.222
H (5.050, 1.964, -1.230)  0.460
H (-4.954, 2.314, 3.441)  0.480
H (-0.662, 1.460, -0.246)  0.215
H (2.929, -4.077, -2.334)  0.479
H (-2.510, -2.484, 0.006)  -0.017
H (2.971, -1.888, -0.516)  0.480
H (0.116, -1.636, -1.225)  0.253
H (-0.115, 4.618, -2.251)  0.471
H (0.776, 0.494, -0.567)  0.222
H (-0.751, 7.165, -4.631)  0.468
H (2.197, -3.135, -0.155)  0.479
H (-1.469, -1.953, -1.981)  0.215
H (-2.715, 2.958, 3.922)  0.491
H (4.824, 1.829, -2.733)  0.489
H (-1.872, 0.498, -2.048)  0.207
H (-0.608, 3.492, -3.148)  0.477
H (0.216, -0.298, 2.931)  0.231
H (-0.211, 6.236, -3.553)  0.478
H (-0.930, -4.278, 4.500)  0.482
H (3.645, 1.049, -4.874)  0.478
H (-4.859, 1.201, 4.484)  0.475
H (-1.093, 0.773, 2.349)  0.225
H (-2.382, -0.875, 4.188)  0.158
H (5.101, -2.708, -1.986)  0.482
H (-0.533, -1.526, 1.032)  -0.027
H (-3.457, -0.595, 2.114)  0.208
H (-1.876, -4.812, 5.563)  0.463

=====

# 2
ORCA calculation (ωB97M-V/def2-TZVPD) on a cluster of 2 separate species, C5H13NO2 in total at a distorted geometry.

Computed properties:
Relative energy (zero: lowest compared OMol25 entry of this formula, charge and spin)   2.157 eV
Frontier orbital gap   10.17 eV
Total energy   -403.49733 Eh
HOMO   -9.5813 eV
Strongest force on any atom   0.060 Eh/bohr
Structure (SMILES)   CC[C@@H](C=O)NC.O
Total charge   0

Each line ends with the natural charge from an NBO analysis.
Cartesian coordinates (Å):
O (-2.353, -2.142, -1.475)  -0.935
O (1.129, 2.693, -0.099)  -0.514
N (1.247, -0.801, -0.300)  -0.617
C (0.483, 0.423, 0.095)  -0.154
C (1.495, 1.578, 0.177)  0.433
C (1.637, -0.708, -1.738)  -0.438
C (-0.084, 0.124, 1.494)  -0.407
C (-1.394, 0.901, 1.635)  -0.622
H (-2.258, 0.573, 1.044)  0.196
H (-1.918, 0.905, 2.606)  0.215
H (1.154, 0.133, -2.245)  0.183
H (-0.337, 0.646, -0.587)  0.183
H (-1.250, 1.967, 1.428)  0.217
H (2.719, -0.674, -1.810)  0.202
H (2.531, 1.322, 0.436)  0.132
H (-2.865, -2.038, -0.651)  0.471
H (-0.373, -0.904, 1.725)  0.213
H (0.560, 0.457, 2.308)  0.215
H (0.616, -1.586, -0.207)  0.360
H (1.197, -1.579, -2.224)  0.202
H (-1.938, -1.289, -1.611)  0.466

=====

# 3
ORCA calculation (ωB97M-V/def2-TZVPD) on the molecule C15H18N2OS2 at a distorted geometry.

Computed properties:
Relative energy (zero: lowest compared OMol25 entry of this formula, charge and spin)   0.000 eV
Frontier orbital gap   9.06 eV
Total energy   -1563.55553 Eh
HOMO   -8.4003 eV
Strongest force on any atom   0.020 Eh/bohr
Structure (SMILES)   CC1CCN(C(=O)CSc2nc3ccccc3s2)CC1
Total charge   0

Each line ends with the natural charge from an NBO analysis.
Cartesian coordinates (Å):
S (-0.085, -1.234, -0.410)  0.305
S (-2.961, -1.176, -1.325)  0.372
O (2.405, -1.376, 2.222)  -0.618
N (3.051, -0.594, 0.215)  -0.435
N (-2.017, 0.311, 0.595)  -0.501
C (6.112, 2.253, -0.760)  -0.597
C (2.876, 0.140, -1.016)  -0.215
C (-3.342, 0.626, 0.496)  0.185
C (0.723, -0.300, 0.938)  -0.606
C (-4.016, 1.555, 1.281)  -0.227
C (-4.044, -0.081, -0.505)  -0.246
C (-5.361, 1.761, 1.058)  -0.211
C (5.225, 1.013, -0.809)  -0.216
C (5.350, 0.192, 0.476)  -0.405
C (-6.043, 1.060, 0.068)  -0.215
C (-1.679, -0.585, -0.254)  -0.086
C (4.421, -1.019, 0.430)  -0.224
C (-5.393, 0.132, -0.724)  -0.204
C (2.139, -0.805, 1.182)  0.668
C (3.757, 1.391, -1.010)  -0.406
H (5.824, 2.894, 0.071)  0.203
H (4.713, -1.686, -0.389)  0.186
H (5.084, 0.814, 1.332)  0.204
H (0.690, 0.760, 0.685)  0.239
H (3.440, 2.051, -0.199)  0.200
H (3.174, -0.511, -1.847)  0.193
H (-7.096, 1.240, -0.085)  0.216
H (6.378, -0.148, 0.610)  0.213
H (-3.477, 2.091, 2.046)  0.225
H (-5.917, -0.415, -1.492)  0.219
H (0.140, -0.476, 1.841)  0.270
H (5.541, 0.389, -1.654)  0.192
H (7.154, 1.971, -0.630)  0.210
H (3.629, 1.926, -1.952)  0.212
H (-5.897, 2.478, 1.662)  0.216
H (4.453, -1.571, 1.370)  0.251
H (6.022, 2.824, -1.681)  0.208
H (1.833, 0.411, -1.166)  0.221

=====

# 4
ORCA calculation (ωB97M-V/def2-TZVPD) on a structure of composition C37H48F3GeN10O3P2Ti.

Computed properties:
Relative energy (zero: lowest compared OMol25 entry of this formula, charge and spin)   0.000 eV
Spin multiplicity   2
Frontier orbital gap (alpha / beta)   7.23 / 5.38 eV
<S²>   0.848
Total energy   -6119.65274 Eh
HOMO (alpha / beta)   -18.5338 / -18.4312 eV
Strongest force on any atom   0.007 Eh/bohr
Total charge   +4

Each line ends with the Mulliken spin population.
Cartesian coordinates (Å):
Ge (-0.335, -2.918, 0.447)  0.055
Ti (-0.365, -0.248, -0.198)  0.203
P (-1.399, 0.347, -3.107)  -0.010
P (-3.450, -0.459, -1.142)  0.010
F (1.035, 6.463, 1.534)  0.000
F (2.308, 6.417, -0.221)  0.000
F (0.178, 6.758, -0.434)  0.000
O (-2.275, -0.232, -0.144)  -0.010
O (-0.340, -0.199, -2.111)  0.003
O (-2.803, -0.249, -2.607)  -0.001
N (-4.582, 0.606, -0.753)  -0.001
N (-1.579, 1.947, -3.004)  0.001
N (4.504, -0.890, 0.584)  0.000
N (0.326, 1.885, -0.037)  0.002
N (-0.042, -0.094, 1.959)  -0.056
N (-4.012, -1.952, -1.219)  -0.001
N (1.499, -0.006, 3.582)  0.000
N (1.805, -0.603, 0.043)  -0.059
N (0.266, 0.192, 4.073)  -0.001
N (-1.010, -0.132, -4.580)  0.000
C (1.285, -0.168, 2.305)  -0.009
C (-1.852, -5.663, -3.109)  -0.001
C (4.466, -5.752, -0.931)  0.093
C (3.658, -4.663, 2.533)  0.134
C (-4.114, -2.795, -2.423)  0.000
C (-4.818, -2.437, -0.083)  0.000
C (3.554, -4.827, 1.148)  -0.041
C (4.023, -1.052, -0.644)  -0.007
C (-2.855, 2.677, -3.071)  0.000
C (2.430, -4.303, 0.442)  0.076
C (1.788, 3.742, -0.409)  0.001
C (3.649, -0.576, 1.545)  0.003
C (3.381, -5.248, -1.618)  -0.013
C (4.552, -5.542, 0.450)  0.229
C (0.853, 4.603, 0.138)  0.000
C (-5.896, 0.531, -1.428)  0.000
C (2.289, -0.446, 1.284)  0.014
C (2.673, -0.905, -0.927)  0.006
C (1.484, 2.395, -0.481)  0.005
C (-0.151, -1.271, -4.927)  0.000
C (2.377, -4.537, -0.945)  0.112
C (-4.382, 1.789, 0.094)  -0.001
C (1.112, 6.099, 0.255)  0.000
C (-1.751, -5.107, -0.767)  -0.010
C (2.655, -3.985, 3.228)  0.121
C (-2.167, -5.955, -1.788)  -0.003
C (-1.790, 0.413, -5.716)  0.000
C (-0.425, 2.760, -3.431)  0.000
C (1.406, -3.615, 1.150)  0.083
C (-0.358, 4.092, 0.587)  -0.001
C (-1.587, -3.102, 1.939)  -0.014
C (-1.131, -4.512, -3.409)  -0.001
C (-0.722, -3.664, -2.389)  0.012
C (-0.655, 0.140, 3.115)  0.001
C (1.566, -3.478, 2.541)  -0.049
C (-0.578, 2.736, 0.482)  0.006
C (-1.012, -3.958, -1.056)  -0.028
H (-2.726, -6.850, -1.549)  0.000
H (-5.877, -2.456, -0.342)  0.000
H (-1.507, 2.301, 0.832)  -0.001
H (-6.000, 1.327, -2.165)  0.000
H (5.394, -5.945, 1.003)  -0.002
H (-5.133, -2.771, -2.813)  0.000
H (-1.112, 4.738, 1.020)  0.000
H (2.282, -1.022, -1.930)  0.006
H (0.797, -2.986, 3.122)  -0.022
H (4.507, -5.074, 3.064)  -0.003
H (-1.115, 0.561, -6.556)  0.000
H (-6.682, 0.632, -0.682)  0.000
H (-3.421, -2.465, -3.187)  0.000
H (-2.582, -0.276, -6.009)  0.000
H (-0.378, 3.651, -2.805)  0.000
H (-0.525, 3.067, -4.473)  0.000
H (-1.666, -4.154, 2.214)  -0.001
H (-4.682, -1.800, 0.790)  0.000
H (-0.742, -2.158, -5.152)  0.000
H (2.739, 4.107, -0.773)  0.000
H (-2.163, -6.331, -3.900)  0.000
H (-4.065, 2.659, -0.484)  0.000
H (-2.573, -2.756, 1.633)  -0.002
H (-3.657, 1.572, 0.874)  0.000
H (-1.996, -5.371, 0.255)  -0.001
H (0.423, -0.998, -5.810)  0.000
H (4.727, -1.301, -1.429)  0.000
H (-4.494, -3.448, 0.162)  0.000
H (5.237, -6.313, -1.440)  0.005
H (0.502, 2.200, -3.315)  0.000
H (4.036, -0.427, 2.547)  0.002
H (0.544, -1.479, -4.117)  0.000
H (0.137, 0.365, 5.064)  0.000
H (-0.151, -2.772, -2.629)  0.008
H (3.287, -5.412, -2.684)  -0.004
H (-3.008, 3.089, -4.070)  0.000
H (-2.824, 3.506, -2.364)  0.000
H (-2.228, 1.374, -5.456)  0.000
H (-1.291, -2.549, 2.828)  0.002
H (-3.860, -3.817, -2.143)  0.000
H (1.528, -4.189, -1.517)  0.156
H (-6.012, -0.429, -1.928)  0.000
H (2.724, -3.874, 4.302)  0.002
H (2.198, 1.705, -0.910)  0.000
H (-5.331, 2.023, 0.571)  0.000
H (-3.690, 2.026, -2.831)  0.000
H (-0.883, -4.293, -4.440)  0.000
H (-1.713, 0.264, 3.280)  0.000

=====

# 5
ORCA calculation (ωB97M-V/def2-TZVPD) on a structure of composition C32H30NO5Ti.

Computed properties:
Relative energy (zero: lowest compared OMol25 entry of this formula, charge and spin)   0.937 eV
Spin multiplicity   2
Frontier orbital gap (alpha / beta)   5.33 / 8.31 eV
<S²>   0.769
Total energy   -2517.99837 Eh
HOMO (alpha / beta)   -5.9680 / -8.8042 eV
Strongest force on any atom   0.009 Eh/bohr
Total charge   0

Each line ends with the Mulliken spin population.
Cartesian coordinates (Å):
Ti (-0.077, -0.509, 1.394)  0.062
O (0.143, -0.686, -0.763)  0.005
O (-2.252, 0.623, -1.434)  0.160
O (1.737, -0.131, 1.069)  0.012
O (3.401, 0.593, -0.212)  0.000
O (-0.408, 1.050, 2.613)  0.061
N (-1.540, 0.630, 0.746)  0.020
C (0.526, 1.342, -3.223)  0.001
C (3.231, -0.784, -2.844)  0.000
C (-0.571, -1.616, 3.398)  0.001
C (1.781, -2.955, -3.773)  0.000
C (-2.601, 4.996, -0.206)  0.108
C (-1.175, 1.568, 1.678)  0.284
C (1.349, -0.085, -1.306)  -0.009
C (-1.898, -2.973, 0.168)  -0.001
C (0.055, 3.680, -2.938)  0.001
C (-1.123, -2.549, 1.378)  -0.006
C (-2.005, 5.195, 1.059)  -0.019
C (-3.065, -1.406, 2.653)  0.004
C (-1.642, -1.841, 2.491)  -0.012
C (-2.085, 1.239, -0.367)  0.079
C (-1.506, 4.148, 1.795)  0.079
C (0.602, -2.209, 2.857)  0.009
C (1.949, -2.160, 3.510)  0.001
C (-0.633, -0.912, 4.714)  0.002
C (1.180, -3.535, 0.688)  -0.001
C (0.266, -2.787, 1.610)  0.000
C (0.970, 2.410, -1.118)  0.018
C (0.507, 3.611, -1.629)  -0.010
C (0.978, 1.266, -1.910)  0.000
C (2.291, 0.149, -0.093)  0.005
C (1.962, -1.038, -2.325)  0.001
C (-2.699, 3.732, -0.750)  -0.043
C (1.240, -2.122, -2.804)  0.000
C (-1.606, 2.853, 1.259)  0.050
C (3.769, -1.621, -3.808)  0.000
C (0.066, 2.546, -3.733)  0.001
C (-2.206, 2.656, -0.018)  0.130
C (3.048, -2.711, -4.274)  0.000
H (-2.492, -3.864, 0.385)  0.000
H (-0.290, 2.594, -4.754)  0.000
H (2.263, -1.134, 3.705)  -0.001
H (-0.309, 4.619, -3.337)  0.002
H (0.488, 4.489, -0.996)  0.001
H (1.925, -2.688, 4.465)  0.000
H (-2.580, -2.190, -0.169)  -0.001
H (1.317, 2.378, -0.090)  -0.009
H (-3.675, -2.233, 3.026)  0.000
H (0.208, -0.231, 4.839)  -0.002
H (-1.231, -3.213, -0.660)  0.001
H (1.117, -3.167, -0.336)  0.000
H (-3.139, 3.566, -1.725)  0.001
H (4.757, -1.416, -4.199)  0.000
H (0.526, 0.460, -3.848)  0.000
H (-1.040, 4.317, 2.757)  0.008
H (3.791, 0.068, -2.491)  0.000
H (2.220, -3.450, 1.000)  0.000
H (-1.543, -0.326, 4.815)  0.000
H (0.244, -2.318, -2.426)  0.000
H (-1.937, 6.202, 1.451)  0.000
H (2.714, -2.620, 2.888)  0.000
H (1.204, -3.796, -4.136)  0.000
H (-2.981, 5.850, -0.751)  0.011
H (0.919, -4.595, 0.673)  0.000
H (-3.488, -1.075, 1.705)  -0.001
H (-0.666, -0.299, -1.199)  -0.001
H (-0.602, -1.642, 5.528)  0.000
H (-3.153, -0.581, 3.359)  -0.001
H (3.470, -3.361, -5.030)  0.000

=====

# 6
ORCA calculation (ωB97M-V/def2-TZVPD) on a cluster of 2 separate species, C2H2N4S2 in total at a distorted geometry.

Computed properties:
Relative energy (zero: lowest compared OMol25 entry of this formula, charge and spin)   1.203 eV
Frontier orbital gap   7.81 eV
Total energy   -1092.69016 Eh
HOMO   -9.2321 eV
Strongest force on any atom   0.090 Eh/bohr
Structure (SMILES)   [H]/N=N/N=C=S.N=C=S
Total charge   0

Each line ends with the natural charge from an NBO analysis.
Cartesian coordinates (Å):
S (1.636, 3.936, -1.296)  -0.071
S (2.600, -0.677, -3.929)  0.072
N (0.879, 1.727, 0.237)  -0.656
N (-0.094, -0.974, 0.142)  -0.373
N (0.682, -0.622, -1.917)  -0.334
N (-0.246, -1.118, -1.113)  0.059
C (1.461, -0.760, -2.826)  0.256
C (1.080, 2.621, -0.526)  0.272
H (-0.641, -1.639, 0.601)  0.355
H (0.289, 0.913, 0.234)  0.420